[1]
{
  "formula": "C40H48BrCaFN6O3STe",
  "method": "wB97M-V/def2-TZVPD",
  "species": ["Te", "Br", "Ca", "S", "F", "O", "O", "O", "N", "N", "N", "N", "N", "N", "C", "C", "C", "C", "C", "C", "C", "C", "C", "C", "C", "C", "C", "C", "C", "C", "C", "C", "C", "C", "C", "C", "C", "C", "C", "C", "C", "C", "C", "C", "C", "C", "C", "C", "C", "C", "C", "C", "C", "C", "H", "H", "H", "H", "H", "H", "H", "H", "H", "H", "H", "H", "H", "H", "H", "H", "H", "H", "H", "H", "H", "H", "H", "H", "H", "H", "H", "H", "H", "H", "H", "H", "H", "H", "H", "H", "H", "H", "H", "H", "H", "H", "H", "H", "H", "H", "H", "H"],
  "coordinates": [[2.984, -1.208, -4.141], [-0.120, 6.573, 0.126], [0.194, 0.370, 0.630], [3.135, 0.258, 0.955], [0.802, -2.109, 1.137], [0.128, 3.458, 1.128], [-1.250, -0.847, -0.636], [-1.110, 2.075, -0.190], [-3.271, 0.240, -0.795], [1.153, 0.788, -1.524], [4.118, 2.780, -1.839], [0.020, -0.486, 3.374], [4.290, 2.050, -0.686], [2.276, 1.671, -1.303], [0.366, 1.061, 5.444], [0.151, -2.465, -7.246], [-2.118, 0.155, 6.391], [-4.275, 4.693, 0.070], [0.952, -2.581, 2.423], [-1.741, 5.682, 0.011], [1.086, -2.149, 4.823], [1.674, -3.743, 2.537], [2.090, -4.137, 3.848], [-1.928, 4.268, 0.067], [-3.232, 3.776, 0.016], [0.622, -1.698, 3.549], [-2.958, -2.011, -1.924], [-2.552, -2.168, 3.428], [2.908, 2.547, -2.238], [-3.245, -3.167, -1.071], [2.002, 2.295, 3.878], [-3.025, 0.246, 3.024], [0.872, -3.321, -8.111], [2.859, 0.337, 5.220], [0.777, -1.826, -6.143], [-0.205, 1.512, 6.694], [-0.857, 3.208, 0.374], [1.975, -2.325, -5.675], [-2.793, -0.764, 4.104], [-2.799, 6.570, -0.079], [-1.690, -0.202, 5.096], [3.196, 1.354, -0.350], [-0.375, 0.171, 4.592], [2.250, 3.253, -3.340], [3.849, -3.882, -5.912], [2.638, -3.291, -6.413], [-4.094, 6.102, 0.032], [-1.383, 0.981, 7.175], [-2.448, -0.833, -1.029], [0.464, -3.509, -9.522], [1.771, -3.402, 4.937], [-0.006, -0.814, -5.402], [2.103, -3.834, -7.595], [1.821, 1.480, 5.137], [2.033, -3.673, 5.934], [0.517, 0.101, -5.158], [2.063, 2.212, 5.958], [4.817, -3.597, -6.422], [2.242, 3.343, 4.157], [-2.305, 0.225, 2.195], [3.846, -5.000, -5.989], [-2.592, 7.593, -0.349], [-1.690, 1.191, 8.186], [-0.299, -1.197, -4.389], [-3.518, -2.579, 3.527], [0.461, 1.275, -2.093], [2.782, -0.201, 6.202], [2.056, -4.082, 1.581], [2.740, -4.623, -8.029], [1.115, 2.376, 3.196], [-2.128, -2.087, -2.674], [-1.842, -2.716, 3.993], [0.904, -4.435, -9.861], [-4.014, -3.948, -1.354], [1.436, 2.694, -3.768], [-3.712, -0.888, 4.728], [-2.279, -2.084, 2.344], [3.841, 0.811, 5.129], [2.671, -0.251, 4.377], [-0.911, -0.546, -5.932], [0.813, -2.629, -10.089], [2.791, 1.873, 3.217], [-4.956, 6.765, 0.039], [-3.061, -0.250, 6.752], [-2.920, 1.302, 3.266], [-0.656, -3.473, -9.646], [-3.930, -1.665, -2.370], [-3.458, 2.704, 0.059], [2.700, -5.076, 3.908], [-0.940, -2.198, -7.439], [-4.213, 0.291, -1.218], [1.445, -0.053, -2.029], [5.118, 2.195, -0.116], [0.745, -1.610, 5.658], [1.959, 4.239, -2.992], [3.922, -3.646, -4.814], [-2.788, 1.121, -0.451], [-2.845, -3.220, -0.039], [3.059, 3.354, -4.155], [-5.273, 4.313, 0.144], [-4.029, 0.201, 2.552], [0.227, 2.369, 7.218]],
  "lowdin_charge": [0.558, 0.795, 1.283, 0.616, -0.058, -0.035, -0.175, -0.228, 0.143, 0.012, 0.113, 0.025, 0.020, -0.042, -0.111, -0.022, -0.084, -0.074, -0.205, -0.642, -0.052, -0.027, -0.153, -0.122, -0.022, -0.279, -0.371, -0.041, -0.330, -0.231, -0.093, -0.107, -0.300, -0.063, -0.356, -0.057, -0.582, -0.568, -0.332, -0.189, -0.100, -0.771, -0.191, -0.010, -0.168, -0.395, -0.079, -0.147, -0.491, -0.093, -0.130, -0.146, -0.018, -0.381, 0.079, 0.011, 0.116, 0.093, 0.078, 0.043, 0.080, 0.079, 0.086, 0.081, 0.047, 0.101, 0.095, 0.114, 0.108, 0.062, 0.074, 0.054, 0.059, -0.057, 0.063, 0.118, 0.087, 0.075, 0.034, 0.059, 0.079, 0.025, 0.098, 0.098, 0.075, 0.084, 0.082, 0.101, 0.094, 0.122, 0.112, -0.012, 0.153, 0.080, 0.081, -0.002, 0.061, -0.057, 0.121, 0.089, 0.086, 0.096],
  "spin_multiplicity": 1,
  "charge": -2,
  "orbital_gap_ev": 2.86
}

***

[2]
{
  "formula": "C40H49As2Br2GeMgN4",
  "method": "wB97M-V/def2-TZVPD",
  "species": ["Br", "Br", "As", "As", "Ge", "Mg", "N", "N", "N", "N", "C", "C", "C", "C", "C", "C", "C", "C", "C", "C", "C", "C", "C", "C", "C", "C", "C", "C", "C", "C", "C", "C", "C", "C", "C", "C", "C", "C", "C", "C", "C", "C", "C", "C", "C", "C", "C", "C", "C", "C", "H", "H", "H", "H", "H", "H", "H", "H", "H", "H", "H", "H", "H", "H", "H", "H", "H", "H", "H", "H", "H", "H", "H", "H", "H", "H", "H", "H", "H", "H", "H", "H", "H", "H", "H", "H", "H", "H", "H", "H", "H", "H", "H", "H", "H", "H", "H", "H", "H"],
  "coordinates": [[-0.413, 0.195, 6.930], [4.793, 5.183, 3.884], [-2.986, 0.902, -0.267], [-0.902, 3.483, -0.086], [0.193, -2.815, 0.467], [0.401, 1.353, 0.304], [0.315, 0.616, -1.800], [2.095, 0.074, 0.139], [1.889, 2.592, 1.313], [-0.005, 1.032, 2.352], [-1.000, 0.291, 2.830], [4.335, -0.356, 0.864], [0.641, -4.304, -2.017], [2.754, 3.419, 0.737], [4.835, -0.090, -0.389], [-1.630, -3.044, 1.319], [4.378, 0.551, -2.746], [-1.941, -4.530, 1.497], [2.960, -0.247, 1.083], [3.624, 4.136, 2.836], [1.756, -6.546, -1.554], [0.751, 1.370, 4.586], [0.543, -2.862, -1.531], [-1.042, -6.711, 2.441], [1.699, -5.065, -1.225], [1.623, 0.620, -2.127], [-0.565, 0.724, -2.780], [-0.082, 5.251, -0.213], [-0.854, -5.209, 2.325], [3.948, 0.275, -1.415], [-2.238, 3.441, -1.498], [-0.274, 0.563, 5.079], [1.861, 2.511, 2.650], [2.079, 0.830, -3.451], [2.571, 0.334, -1.094], [2.710, 3.275, 3.444], [-3.133, 2.367, -1.572], [-4.715, 1.245, 0.611], [-2.024, 3.856, 1.470], [-2.327, 4.480, -2.419], [1.112, 1.004, -4.458], [0.844, 1.605, 3.216], [-0.217, 0.906, -4.121], [-4.124, 2.388, -2.544], [-1.194, 0.033, 4.170], [-3.310, 4.474, -3.394], [3.478, 0.824, -3.724], [-4.216, 3.430, -3.451], [3.644, 4.209, 1.442], [-3.616, -0.685, -1.299], [0.801, -7.032, -1.370], [-4.951, 0.463, 1.338], [-1.585, -2.552, 2.295], [-1.693, -0.089, 2.082], [4.321, 4.877, 0.935], [-0.989, 0.980, -4.870], [1.423, 1.191, -5.475], [-0.327, -4.805, -1.920], [-2.029, -0.551, 4.516], [-5.507, 1.276, -0.139], [-4.854, 1.590, -2.591], [0.542, 5.362, -1.102], [-2.782, -1.301, -1.647], [-2.907, -4.630, 1.997], [-1.984, -6.935, 2.934], [2.513, -7.038, -0.951], [-2.466, 2.949, 1.888], [-1.611, 0.659, -2.514], [2.722, 3.457, -0.350], [3.803, 1.009, -4.735], [0.123, -4.992, 1.838], [-2.817, 4.552, 1.178], [-1.622, 5.302, -2.371], [-2.381, -2.546, 0.697], [-0.275, -2.329, -2.018], [-0.822, -4.763, 3.321], [2.680, -4.613, -1.392], [5.891, -0.170, -0.600], [5.434, 0.513, -2.963], [-2.019, -5.023, 0.525], [1.449, -4.934, -0.149], [-4.218, -0.401, -2.161], [2.017, -6.695, -2.599], [1.476, -2.328, -1.715], [1.371, -2.498, 1.439], [-1.405, 4.333, 2.234], [2.548, -0.441, 2.066], [4.986, -0.656, 1.668], [-4.695, 2.203, 1.128], [-1.043, -7.185, 1.463], [0.901, -4.303, -3.079], [-4.990, 3.425, -4.201], [1.452, 1.794, 5.281], [-3.373, 5.290, -4.095], [0.543, 5.394, 0.671], [-0.245, -7.150, 3.033], [2.675, 3.241, 4.519], [-4.242, -1.294, -0.644], [-0.859, 6.020, -0.211]],
  "lowdin_charge": [0.873, 0.875, 1.149, 1.119, 1.286, 0.413, 0.047, 0.020, 0.012, 0.040, -0.144, 0.007, -0.277, -0.116, 0.050, -0.293, 0.018, -0.276, -0.139, -0.634, -0.077, -0.015, -0.289, -0.077, -0.285, -0.177, -0.115, -0.268, -0.288, -0.121, -0.425, -0.626, -0.205, -0.116, -0.183, -0.017, -0.451, -0.272, -0.262, -0.090, 0.050, -0.199, 0.014, -0.099, -0.063, -0.044, 0.020, -0.042, -0.053, -0.287, 0.080, 0.034, 0.055, 0.053, 0.121, 0.128, 0.139, 0.118, 0.118, 0.041, 0.100, 0.040, 0.001, 0.132, 0.090, 0.085, -0.001, 0.062, 0.130, 0.134, 0.069, 0.057, 0.097, 0.052, 0.057, 0.122, 0.123, 0.140, 0.134, 0.116, 0.068, 0.028, 0.091, 0.062, -0.020, 0.040, 0.111, 0.126, 0.025, 0.079, 0.133, 0.121, 0.112, 0.121, 0.029, 0.085, 0.110, 0.031, 0.053],
  "spin_multiplicity": 1,
  "charge": 3,
  "orbital_gap_ev": 6.56
}

***

> What is the formula in the second record?

C40H49As2Br2GeMgN4